{"formula": "C3H4F3NO", "method": "ωB97M-V with the def2-TZVPD basis set", "max_force_ha_per_bohr": 0.229, "total_energy_ev": -14857.394, "de_lowest_ev": 3.345, "multiplicity": 3, "elements": ["H", "F", "N", "C", "H", "F", "O", "C", "F", "C", "H", "H"], "xyz": [[-1.19, 1.30, 0.97], [2.29, -0.51, -0.27], [0.03, -1.64, -0.53], [-0.01, -0.36, 0.08], [-1.20, 1.27, -0.72], [1.28, 1.19, -0.92], [-0.06, -1.52, 0.88], [-1.14, 0.65, 0.14], [1.59, 0.90, 1.18], [1.32, 0.33, 0.07], [-2.02, 0.13, 0.10], [-0.89, -1.74, -0.97]], "mulliken_spin": [0.011, 0.015, 1.014, -0.031, 0.002, -0.008, 0.936, 0.025, 0.012, -0.035, -0.004, 0.062]}

{"formula": "C2H16O5S", "method": "ωB97M-V with the def2-TZVPD basis set", "max_force_ha_per_bohr": 0.035, "total_energy_ev": -23406.476, "smiles": "CCS.O.O.O.O.O", "de_lowest_ev": 0.510, "elements": ["H", "H", "H", "H", "H", "O", "H", "H", "H", "O", "S", "H", "H", "H", "H", "O", "C", "H", "O", "H", "C", "H", "O", "H"], "xyz": [[-1.88, -2.72, -0.05], [-3.23, -0.58, -0.02], [1.65, -0.36, -1.53], [2.41, 0.88, -2.05], [2.52, -2.79, -1.04], [2.09, -2.04, -0.61], [2.82, 0.14, 2.31], [0.96, 1.37, 0.13], [1.17, -2.31, -0.46], [-1.50, 3.38, 0.87], [-1.10, -1.63, -0.16], [-1.03, 0.76, -1.69], [-1.49, 4.14, 1.47], [-2.03, 0.40, 0.75], [-1.98, 3.79, 0.14], [3.13, -0.76, 2.25], [-2.07, 0.60, -1.41], [-0.04, 2.03, 1.06], [1.58, 0.60, -1.65], [-2.55, 1.59, -1.45], [-2.22, -0.19, -0.15], [-2.55, 0.17, -2.29], [0.53, 1.26, 0.99], [2.73, -1.23, 1.52]], "nbo_charge": [0.134, 0.219, 0.504, 0.474, 0.481, -0.969, 0.483, 0.489, 0.494, -0.944, -0.100, 0.236, 0.475, 0.239, 0.477, -0.972, -0.634, 0.483, -0.983, 0.205, -0.504, 0.210, -0.985, 0.488]}

{"formula": "C39H38BrEuN5O3STe", "method": "ωB97M-V with the def2-TZVPD basis set", "max_force_ha_per_bohr": 0.063, "total_energy_ev": -162151.942, "total_charge": -1, "multiplicity": 7, "elements": ["O", "C", "C", "C", "C", "C", "C", "H", "H", "C", "H", "C", "H", "H", "N", "C", "N", "C", "C", "H", "C", "N", "C", "H", "H", "C", "C", "H", "C", "H", "C", "S", "C", "C", "C", "H", "C", "C", "C", "O", "H", "H", "H", "H", "H", "C", "H", "H", "C", "H", "H", "C", "Eu", "N", "H", "C", "C", "N", "H", "H", "C", "H", "H", "H", "C", "H", "H", "C", "C", "H", "H", "C", "C", "Br", "H", "C", "C", "O", "H", "C", "H", "H", "Te", "C", "H", "H", "H", "C", "H"], "xyz": [[4.22, 0.06, 0.84], [-4.30, -2.99, 3.03], [2.26, -2.97, -1.91], [3.12, -1.07, -3.69], [-3.23, 0.47, 1.79], [0.72, -4.22, 2.40], [-4.62, 2.64, -1.03], [-5.07, -3.60, 2.51], [-2.95, 2.57, 1.70], [4.73, -0.58, 1.81], [3.44, -0.29, -4.38], [-2.79, 1.50, -2.43], [-1.99, -2.64, -1.17], [3.56, 0.12, -1.93], [1.43, -3.64, 0.31], [2.16, -3.24, -3.30], [0.15, 0.54, 0.44], [2.59, -2.25, -4.20], [-2.79, -1.12, 0.08], [0.67, 3.51, -0.03], [-3.44, -2.11, 0.80], [0.23, -5.30, 3.07], [6.92, 0.78, 1.42], [-0.07, -5.18, 4.02], [-4.83, 1.91, -0.20], [-0.86, 0.61, -3.90], [8.94, 0.05, 2.46], [-6.17, 2.22, -5.94], [-2.71, 0.21, 0.48], [6.37, 1.49, 0.75], [-4.31, 1.89, -4.74], [0.87, -2.77, 3.30], [-4.05, 2.11, -2.32], [1.86, -3.92, -0.90], [-0.48, 5.02, 2.81], [-5.76, 2.73, -3.42], [8.30, -0.99, 3.09], [-5.07, 2.09, -6.04], [8.26, 0.96, 1.64], [4.13, -1.43, 2.50], [-2.51, 1.86, 3.23], [0.42, -6.23, 2.71], [-0.46, -0.19, -3.23], [-4.95, 1.18, -6.57], [-3.43, -3.64, 3.32], [-0.48, 3.95, 3.70], [-3.96, 3.40, -0.60], [-2.71, 0.98, -5.76], [-0.04, 2.73, 3.25], [-0.55, 6.10, 3.07], [-4.62, 2.96, -6.61], [6.19, -0.25, 2.07], [2.16, -1.20, 1.11], [1.03, -4.61, 1.15], [-0.68, 0.28, -4.93], [-2.28, 1.12, -3.69], [-0.10, 4.86, 1.50], [2.75, -1.77, -1.43], [1.89, -5.01, -1.22], [-4.21, 2.09, 2.80], [-3.06, 1.31, -4.81], [-0.85, 4.16, 4.70], [-0.14, 1.39, -3.75], [-3.48, -3.09, 0.27], [-3.24, 1.82, 2.39], [-5.56, 3.13, -1.18], [1.77, -4.20, -3.58], [3.22, -0.87, -2.29], [0.30, 3.63, 1.01], [10.00, 0.16, 2.66], [-0.87, -1.28, -0.89], [-3.84, -1.91, 2.11], [-1.91, -1.57, -1.05], [9.03, -2.14, 4.36], [8.76, 1.82, 1.17], [6.89, -1.09, 2.94], [0.66, 1.13, 1.49], [1.64, 0.71, 2.26], [6.43, -2.02, 3.32], [-4.78, 2.26, -3.48], [0.10, 1.86, 3.97], [-2.18, -1.08, -1.99], [-1.50, 1.58, -0.67], [-3.83, -0.57, 2.54], [-4.32, -0.39, 3.51], [2.44, -2.32, -5.25], [-4.60, -2.53, 3.97], [0.28, 2.56, 1.88], [-0.25, 5.70, 0.81]], "mulliken_spin": [-0.003, -0.001, 0.243, 0.156, -0.011, 0.095, 0.030, 0.000, 0.004, 0.025, 0.021, 0.096, 0.003, 0.005, 0.228, -0.029, 0.331, 0.111, -0.049, -0.001, 0.001, 0.036, 0.000, -0.002, -0.004, 0.123, 0.000, 0.000, 0.047, 0.000, -0.008, 0.017, 0.004, 0.008, 0.001, 0.004, 0.000, 0.000, 0.000, -0.009, 0.002, -0.001, -0.023, 0.000, 0.001, 0.000, -0.008, -0.002, 0.001, 0.000, -0.001, -0.003, 4.002, -0.038, 0.001, -0.149, -0.003, 0.150, 0.028, 0.000, 0.016, 0.000, 0.007, 0.000, -0.006, 0.001, -0.010, -0.059, -0.001, 0.000, -0.001, 0.003, 0.043, 0.000, 0.000, 0.001, 0.014, 0.002, 0.000, 0.017, 0.000, -0.014, 0.547, -0.003, -0.001, 0.020, 0.000, -0.006, 0.000]}

{"formula": "C21H37AlBr24FNO3P", "method": "ωB97M-V with the def2-TZVPD basis set", "max_force_ha_per_bohr": 0.090, "total_energy_ev": -1729629.539, "total_charge": -1, "de_lowest_ev": 2.419, "elements": ["C", "C", "H", "C", "C", "H", "Br", "N", "H", "Br", "Br", "H", "Br", "Br", "H", "H", "H", "C", "C", "C", "C", "H", "H", "H", "H", "H", "H", "Br", "H", "C", "H", "H", "H", "C", "Br", "Br", "C", "Br", "H", "H", "H", "Br", "Br", "Br", "H", "Br", "C", "H", "C", "H", "F", "Br", "C", "Br", "O", "Br", "Br", "O", "Br", "H", "C", "H", "H", "H", "Br", "Al", "H", "H", "P", "H", "Br", "Br", "H", "H", "H", "C", "Br", "C", "H", "C", "Br", "H", "C", "H", "C", "Br", "H", "C", "O"], "xyz": [[-6.10, -5.48, -1.71], [-2.48, 1.98, 4.76], [2.78, 0.83, 0.60], [0.12, -0.35, 0.08], [-8.87, 4.07, 2.27], [5.26, 0.71, 0.31], [-7.08, 3.42, 2.63], [5.83, -0.93, -1.84], [2.07, -2.35, 0.97], [-9.82, 4.54, 3.89], [-6.62, 3.03, -0.91], [3.11, -2.80, -6.77], [3.83, -2.39, -4.43], [-0.67, -5.51, -1.82], [2.00, -3.46, -0.48], [4.09, 4.56, -1.68], [6.30, 1.36, -2.64], [4.83, 1.76, 0.53], [3.03, 3.02, -3.04], [-1.90, -5.33, -0.33], [-5.15, 2.19, 0.04], [0.69, 0.63, -0.01], [-1.56, 1.05, -0.35], [-5.30, 2.38, 1.10], [2.94, -1.29, -1.28], [-7.00, -6.02, -1.98], [5.15, 0.01, -4.11], [-5.14, 0.27, -0.20], [-1.58, -0.44, -1.48], [3.31, 2.53, 3.80], [2.73, 5.22, -2.80], [1.02, -0.87, 2.14], [2.07, 0.67, 4.36], [1.36, -2.75, 0.16], [2.15, -4.82, -5.69], [-2.42, -3.49, -0.04], [0.01, -0.64, 1.67], [-3.44, 2.97, -0.43], [3.58, 0.35, 3.28], [2.00, 1.17, 2.60], [-0.36, 0.36, 2.13], [1.02, -1.82, -5.86], [-9.40, -4.41, -4.92], [-5.40, -6.30, -0.10], [5.40, 2.47, -0.16], [4.99, 4.88, 7.18], [6.58, 3.98, 6.53], [3.99, 2.46, 4.72], [3.30, 1.71, 0.08], [2.43, 3.24, 3.91], [4.09, 3.06, -4.07], [-2.48, 0.05, 4.54], [3.07, 4.34, -2.14], [-3.94, 2.81, 3.80], [5.06, 2.00, 1.96], [-0.77, 2.76, 4.30], [6.28, 3.14, 4.81], [4.03, 4.12, 2.02], [-6.59, -3.63, -1.42], [-2.11, -0.57, 0.36], [4.19, 2.97, 2.50], [-9.60, -6.63, -6.03], [1.88, -1.87, -2.65], [-9.42, 3.26, 1.80], [-4.86, -5.67, -3.20], [3.28, 1.27, -1.96], [6.81, 3.19, 7.24], [2.74, 2.70, 0.16], [5.29, 0.32, -2.71], [-2.65, 2.18, 5.82], [-8.68, -7.35, -3.84], [-8.86, 5.54, 1.00], [0.51, -3.36, 0.65], [-0.78, -1.42, 1.92], [2.30, 4.32, -1.27], [-8.82, -6.20, -5.40], [-7.18, -6.18, -6.43], [0.75, -1.57, -0.75], [-2.80, -5.88, -0.59], [2.60, -2.94, -5.82], [8.11, 5.17, 6.49], [5.15, -1.10, -1.09], [2.71, 1.05, 3.49], [-0.09, -2.04, -1.36], [1.92, -1.13, -1.78], [-1.19, -6.14, 1.28], [2.01, 2.94, -3.56], [-1.41, -0.09, -0.41], [1.77, 0.21, -2.28]], "lowdin_charge": [-1.594, -1.588, 0.049, -0.314, -1.591, 0.105, 0.575, -0.417, 0.079, 0.565, 0.536, -0.033, 0.648, 0.570, 0.085, 0.077, -0.046, -0.235, -0.342, -1.613, -1.621, 0.111, 0.008, -0.159, 0.085, -0.101, -0.104, 0.578, 0.085, -0.170, 0.067, 0.059, 0.075, -0.105, 0.526, 0.610, -0.120, 0.623, 0.088, 0.050, 0.047, 0.568, 0.564, 0.608, 0.118, 0.559, -1.588, 0.011, -0.187, 0.095, -0.197, 0.585, -0.139, 0.549, -0.112, 0.594, 0.740, 0.036, 0.555, 0.018, -0.473, -0.030, 0.051, -0.022, 0.565, 0.227, -0.029, 0.058, 0.548, -0.029, 0.587, 0.555, 0.037, 0.055, 0.070, -1.600, 0.558, -0.289, -0.129, -1.592, 0.551, -0.103, -0.124, 0.093, -0.306, 0.559, 0.090, -0.134, -0.269]}